64
Properties=species:S:1:pos:R:3:nbo_charge:R:1 method="wB97M-V/def2-TZVPD" de_lowest_ev=0.000 charge=-2 homo_energy_ev=-1.95 total_energy_ha=-5157.02189 lumo_energy_ev=4.569 orbital_gap_ev=6.516
O -1.99 0.22 -0.60 -1.03
O -0.76 0.43 2.41 -1.09
C 1.16 -4.78 -3.30 -0.18
C 1.51 -3.34 -1.39 0.20
C 0.93 -4.21 0.95 -0.68
H 1.55 -5.11 0.91 0.19
O 2.10 0.77 -3.23 -0.84
C 1.48 -3.12 0.06 0.10
C 1.67 -3.78 -4.11 -0.31
N 1.95 -2.01 0.52 -0.20
C -0.96 -1.22 -2.94 -0.24
H -0.81 -2.04 -3.65 0.16
Ag 0.90 0.39 -0.01 0.79
H -1.79 2.21 -2.40 0.18
C 1.08 -4.56 -1.93 -0.27
C -3.30 3.72 1.99 -0.20
H -0.73 2.77 -1.07 0.25
N 1.99 -2.38 -2.19 -0.42
H 0.83 -5.72 -3.72 0.20
H 1.09 1.31 4.47 0.22
O 0.24 2.27 -2.86 -0.83
H -5.52 1.54 -0.27 0.24
O 0.05 2.45 0.84 -1.26
H -0.09 -4.49 0.67 0.21
O -4.34 -0.40 -0.62 -1.02
C -3.66 1.71 0.74 -0.22
S -3.21 0.06 0.17 2.41
H -1.57 -0.08 2.16 0.52
H 3.42 1.87 -2.04 0.18
H 0.69 -5.33 -1.28 0.21
C -0.90 2.79 -2.15 -0.29
C 2.05 -2.60 -3.50 0.05
H 2.42 -1.77 -4.10 0.20
As -0.96 2.16 2.13 2.44
H -2.02 -0.96 -2.88 0.20
C -4.91 2.18 0.36 -0.23
H 0.91 -3.84 1.98 0.26
C -2.82 2.49 1.56 -0.42
P 0.70 0.78 -2.42 1.62
H 4.12 0.68 -3.16 0.17
C 3.24 1.54 4.67 -0.61
H 3.19 2.58 4.98 0.20
H 3.31 0.13 -1.65 0.24
H -2.66 4.30 2.65 0.24
H -4.89 5.16 1.97 0.19
C -5.36 3.42 0.79 -0.23
O -0.76 3.01 3.53 -1.20
N 2.01 -0.23 3.44 -0.61
H 1.21 -0.77 3.74 0.40
H -6.34 3.77 0.49 0.19
S 3.36 0.46 1.23 -0.45
H -1.02 3.82 -2.49 0.17
C 2.38 -0.58 2.19 0.30
C 1.99 1.16 3.88 -0.24
O -3.02 -0.69 1.41 -1.03
H -0.64 -1.52 -1.95 0.20
N 1.90 -1.81 1.84 -0.50
O -0.23 -0.09 -3.42 -0.84
H 3.34 0.91 5.56 0.18
H 4.12 1.40 4.05 0.22
C -4.55 4.19 1.62 -0.24
C 3.30 0.86 -2.46 -0.27
H 1.74 -3.90 -5.19 0.20
H 1.90 1.82 3.01 0.24



54
Properties=species:S:1:pos:R:3:lowdin_spin:R:1 method="wB97M-V/def2-TZVPD" s_squared=3.832 charge=+2 homo_energy_ev="-14.41 / -14.51" total_energy_ha=-4975.81299 multiplicity=4 lumo_energy_ev="-7.804 / -7.123" orbital_gap_ev="6.605 / 7.383"
H -2.03 1.55 4.18 0.00
H -5.17 -0.38 2.15 0.00
C 0.73 -3.66 -2.70 -0.01
H 1.37 -1.21 -4.64 0.00
H -3.32 -1.68 3.92 0.00
C 2.25 2.29 -1.80 0.00
C 0.69 -0.04 -1.95 0.03
H -3.75 1.13 4.28 0.00
Cr -0.83 0.47 0.53 3.02
H 2.01 2.40 1.30 0.00
O 2.97 -1.06 -3.31 0.00
H 1.26 0.28 -2.82 0.00
C -1.51 -4.02 0.18 0.00
H 2.58 5.66 -1.65 0.00
H -3.22 2.38 3.15 0.00
C 1.68 2.09 2.28 0.00
H -1.07 -3.89 1.17 0.00
C 0.89 4.56 -0.94 0.00
H 0.97 2.80 2.71 0.00
C 2.82 3.55 -1.95 0.00
C -0.63 -3.40 -0.87 -0.01
C 2.13 -0.56 1.46 0.00
C 0.34 3.30 -0.79 0.00
H -2.42 -2.39 2.56 0.00
C 0.40 -1.45 -1.89 0.00
C 0.98 2.15 -1.24 0.00
N -0.07 -4.18 -1.76 0.01
H 0.37 5.44 -0.59 0.00
N 0.39 0.86 -1.06 -0.01
H 2.52 1.98 2.96 0.00
H -2.50 -3.56 0.19 0.00
C 1.92 -1.83 -3.91 0.00
H 1.17 -4.37 -3.39 0.00
C -0.42 -2.00 -0.89 0.01
C 2.14 4.68 -1.53 0.00
H 1.68 -1.52 1.22 0.00
H 3.80 3.63 -2.39 0.00
O -1.03 -1.25 0.03 0.03
H 2.32 -2.69 -4.45 0.00
H -4.71 0.80 0.91 0.00
C -2.47 -1.56 3.25 0.00
H -4.36 -0.93 0.67 0.00
H -1.55 -1.51 3.84 0.00
H 2.92 -0.70 2.19 0.00
I -1.48 3.10 0.22 0.00
H 2.52 -0.09 0.55 0.00
As -2.69 0.08 2.25 -0.02
C -4.42 -0.13 1.40 -0.01
S 0.85 0.48 2.20 -0.03
H -1.60 -5.08 -0.02 0.00
C -2.95 1.43 3.61 -0.01
C 1.00 -2.32 -2.83 0.01
H 2.81 1.41 -2.10 0.00
H 3.72 -1.05 -3.91 0.00



55
Properties=species:S:1:pos:R:3:nbo_charge:R:1 method="wB97M-V/def2-TZVPD" de_lowest_ev=0.088 homo_energy_ev=-9.15 total_energy_ha=-1679.48796 lumo_energy_ev=-0.202 orbital_gap_ev=8.949
H 0.34 0.49 -1.07 0.43
N 1.10 -0.97 1.69 -0.59
N -2.89 -3.78 1.86 -0.44
H -2.58 -5.19 0.40 0.21
H 2.46 -0.10 -0.66 0.23
N -2.11 0.72 -0.36 -0.16
C -2.35 -2.73 2.48 0.43
H 5.08 3.49 -0.99 0.20
H 4.10 1.46 0.26 0.20
C -3.02 0.12 0.44 -0.03
H 2.18 0.69 2.24 0.22
H -2.87 -3.15 -1.96 0.22
C -0.90 -3.86 0.55 -0.10
H -2.52 3.02 -1.72 0.22
C 3.12 2.59 -1.29 -0.22
C -3.26 -1.11 -0.11 -0.36
C 3.53 1.70 -2.47 -0.61
C 0.89 -2.08 0.97 0.63
Cl -0.06 -4.68 -0.71 0.06
C 2.19 -0.05 1.44 -0.23
C 2.13 0.64 0.07 -0.06
H -1.01 3.80 -1.26 0.22
C -2.44 -1.17 -1.25 0.16
H 3.73 4.46 -0.37 0.21
O 1.68 -2.49 0.13 -0.61
H -2.56 -1.97 -3.23 0.23
H -2.00 2.51 0.64 0.23
H -3.93 -1.87 0.24 0.23
C -1.49 2.83 -1.42 -0.61
H -1.23 -2.62 -2.27 0.24
H -4.12 -1.75 3.15 0.23
H -2.65 -1.25 4.00 0.23
C -1.45 2.00 -0.15 -0.12
C -3.17 -2.09 3.56 -0.65
N -1.16 -2.20 2.22 -0.46
C 3.10 1.83 0.03 -0.40
C -2.15 -4.34 0.91 0.07
H 4.04 4.38 -2.11 0.21
N 0.78 1.01 -0.32 -0.63
H -3.39 0.61 1.33 0.22
H 2.81 0.89 -2.63 0.20
N -1.74 -0.06 -1.38 -0.32
C -2.27 -2.29 -2.23 -0.65
H 3.12 -0.61 1.51 0.21
H -3.39 -2.82 4.34 0.24
O 0.35 2.46 1.36 -0.64
H 0.36 -0.69 2.32 0.43
C -0.02 1.84 0.37 0.68
H 4.51 1.25 -2.31 0.20
H -0.99 2.33 -2.24 0.23
H 2.83 2.52 0.83 0.23
H 2.11 2.96 -1.49 0.20
C 4.04 3.80 -1.18 -0.60
C -0.43 -2.76 1.25 0.13
H 3.57 2.28 -3.39 0.21



49
Properties=species:S:1:pos:R:3:nbo_charge:R:1 method="wB97M-V/def2-TZVPD" s_squared=6.038 charge=-1 homo_energy_ev="1.04 / -6.08" total_energy_ha=-2154.03991 multiplicity=5 lumo_energy_ev="2.778 / 2.515" orbital_gap_ev="1.734 / 8.599"
H -1.00 7.28 5.85 0.23
H 0.75 2.59 2.67 0.22
H 1.25 8.01 3.13 0.23
H 0.83 -2.55 2.16 0.19
C 0.91 7.01 2.86 -0.30
H 2.05 -0.02 -3.02 0.21
H 1.93 3.97 5.71 0.24
C 1.69 5.82 2.71 -0.28
C 1.55 -0.84 -2.59 -0.66
H 3.43 3.87 2.40 0.19
C -0.49 6.66 2.58 -0.29
H -1.41 4.70 1.87 0.24
Fe 0.24 5.51 4.01 0.47
C 0.15 -1.82 2.59 -0.78
H -0.50 2.97 5.01 0.25
C 1.62 -0.85 -1.13 -0.08
C -1.25 5.11 5.21 -0.30
H 0.63 -1.38 3.46 0.22
H -1.33 7.34 2.57 0.23
C -0.53 6.31 5.64 -0.34
H 2.88 2.28 2.79 0.22
H 0.56 -0.84 -2.94 0.21
C 1.02 4.56 5.56 -0.32
H 2.00 -1.72 -2.94 0.21
C 0.82 4.76 2.18 -0.08
H -0.97 -0.08 1.92 0.17
H 3.19 2.79 1.10 0.21
C 2.73 3.08 2.04 -0.63
C 1.14 0.98 0.51 0.54
H -0.48 -1.23 0.60 0.16
H -0.31 2.28 1.31 0.18
C 0.86 5.97 5.84 -0.28
H 0.07 3.93 -0.39 0.20
H 1.64 6.63 6.23 0.23
H 2.76 5.76 2.78 0.23
H 2.56 -1.02 -0.70 0.18
C 0.41 2.90 -0.61 -0.61
C -0.57 5.26 2.24 -0.28
C -0.27 4.02 5.17 -0.43
H -2.31 5.00 5.07 0.24
C 1.26 3.35 1.94 -0.26
H 1.36 2.87 -1.21 0.20
H 0.89 -1.47 -0.68 0.18
C 0.68 2.34 0.75 -0.28
H -0.71 -2.38 2.97 0.21
O 1.07 0.00 1.44 -0.59
H -0.33 2.35 -1.19 0.21
C -0.23 -0.80 1.55 -0.35
O 1.22 0.58 -0.73 -0.55



57
Properties=species:S:1:pos:R:3:lowdin_spin:R:1 method="wB97M-V/def2-TZVPD" s_squared=0.799 de_lowest_ev=1.302 charge=+4 homo_energy_ev="-20.99 / -20.97" total_energy_ha=-1820.54319 multiplicity=2 lumo_energy_ev="-14.224 / -16.023" orbital_gap_ev="6.763 / 4.943"
C 4.76 0.81 -0.03 0.00
H -2.14 4.35 -3.10 0.00
H -0.79 -2.27 0.86 0.00
O 1.95 -0.22 3.33 0.00
C 1.68 -0.08 2.09 0.00
H -1.08 -6.17 -3.32 0.00
O 0.58 0.44 -2.32 0.00
C -0.03 -4.02 -0.91 0.27
H 0.78 -3.87 -0.20 0.01
O 0.48 -0.26 1.75 0.00
O -2.44 2.04 -0.63 -0.01
C -0.55 5.24 1.49 0.00
C -1.11 -5.32 -2.64 0.01
O -2.07 1.41 1.77 0.00
H -4.08 2.10 3.50 0.00
H -1.72 1.88 -2.57 0.00
H -1.61 5.37 1.29 0.00
H -3.02 -2.62 -1.89 0.01
C -0.04 -5.13 -1.73 0.20
H -4.51 2.56 1.83 0.00
H -2.13 -1.72 0.05 0.00
C -0.23 3.84 1.91 0.00
C 4.12 0.87 -1.27 0.00
C 4.05 0.51 1.13 0.00
Ir 0.07 0.11 -0.29 0.00
H 4.58 0.47 2.08 0.00
H -3.70 0.31 1.03 0.00
C 2.76 0.62 -1.29 0.00
C -2.20 -4.42 -2.67 0.24
H -2.65 4.59 -1.44 0.00
O -0.38 2.93 0.69 0.01
H 0.80 3.69 2.20 0.00
H 4.66 1.11 -2.18 0.00
C -1.11 -3.11 -0.96 0.01
C 1.81 0.65 -2.48 0.00
C -2.40 2.55 -2.04 0.00
H -0.28 5.90 2.32 0.00
N -1.17 -2.03 -0.06 0.00
C -4.38 1.73 2.52 0.00
H 5.83 1.00 0.02 0.00
C 2.69 0.28 1.03 0.00
C -3.40 0.73 1.99 0.00
H -3.42 2.37 -2.37 0.00
H 0.04 5.54 0.63 0.00
C -2.19 -3.31 -1.86 0.27
H -5.35 1.23 2.63 0.00
H 2.88 -0.12 3.60 0.00
H -0.96 4.15 -1.79 0.00
P -1.38 1.78 0.46 -0.01
C -2.00 4.00 -2.08 0.00
H -3.04 -4.62 -3.33 0.01
N 2.11 0.33 -0.17 -0.02
O 2.36 0.89 -3.61 0.00
H 0.75 -5.86 -1.67 0.01
H -0.91 3.44 2.66 0.00
H -3.15 -0.05 2.71 0.00
H 1.74 0.92 -4.37 0.00



47
Properties=species:S:1:pos:R:3:nbo_charge:R:1 method="wB97M-V/def2-TZVPD" de_lowest_ev=3.162 homo_energy_ev=-8.00 total_energy_ha=-794.74021 lumo_energy_ev=0.887 orbital_gap_ev=8.889
H -1.56 -2.04 2.14 0.22
H 6.69 -0.52 1.48 0.21
H -3.72 0.56 -3.96 0.23
C 4.73 -1.28 0.62 -0.24
H -4.33 2.55 -0.69 0.18
C 5.70 -0.83 1.77 -0.59
H 4.00 0.63 -0.28 0.22
H -4.57 1.03 -0.13 0.20
C 2.75 -0.26 1.99 -0.21
H -0.16 0.37 -1.48 0.22
C -5.80 -1.25 -2.52 -0.29
H 5.85 0.30 -0.35 0.20
C -1.79 -0.51 0.58 -0.40
C 1.09 -2.18 1.11 -0.22
C -4.24 0.89 -3.00 -0.33
H 5.67 -1.66 2.43 0.21
H -2.86 -0.69 0.51 0.22
H -1.43 -1.18 -0.25 0.20
H -2.11 2.91 0.17 0.20
C -0.78 1.20 -1.09 -0.41
H 2.70 -3.23 0.39 0.21
C -1.44 0.92 0.31 -0.20
H -4.73 1.81 -3.23 0.21
C 1.31 -0.07 2.21 -0.20
H -1.44 1.19 -3.21 0.21
H 5.19 -2.24 0.39 0.22
N -3.15 1.15 -1.92 -0.47
C 2.44 -2.25 0.81 -0.16
H 4.94 -0.45 -1.50 0.21
H 0.81 0.76 2.77 0.22
C -1.73 1.53 -2.21 -0.21
C -1.06 -1.08 1.89 -0.42
H -6.33 -2.16 -2.42 0.24
H -1.39 -0.46 2.67 0.20
H -0.68 1.28 1.03 0.21
C -2.64 1.95 0.39 -0.41
H -1.54 2.62 -2.36 0.15
H -0.20 2.13 -0.99 0.20
C 0.46 -1.15 1.82 -0.03
C -5.10 -0.19 -2.61 0.09
C 3.27 -1.30 1.15 -0.04
C 4.87 -0.18 -0.47 -0.61
H -3.15 2.12 1.34 0.22
H 5.35 0.05 2.26 0.20
H 0.49 -2.98 0.66 0.20
H 3.37 0.52 2.36 0.21
C -3.75 1.65 -0.57 -0.23



56
Properties=species:S:1:pos:R:3:lowdin_spin:R:1 method="wB97M-V/def2-TZVPD" s_squared=2.018 de_lowest_ev=1.226 charge=+3 homo_energy_ev="-18.08 / -18.46" total_energy_ha=-2006.54957 multiplicity=3 lumo_energy_ev="-9.331 / -10.567" orbital_gap_ev="8.753 / 7.895"
H -3.65 -1.02 0.02 0.00
H -1.04 2.27 4.21 0.00
N -0.91 0.61 -1.30 0.02
C -1.89 -2.30 0.81 0.00
N -1.13 1.77 1.07 0.02
C -1.20 1.93 -3.76 0.03
H -1.21 -0.03 -4.59 0.00
H 3.75 -4.12 -2.74 0.00
C -2.84 -1.23 0.70 0.01
C -1.20 -2.19 1.98 0.01
C -0.92 -0.03 -2.49 0.02
S 1.80 0.43 0.85 0.02
H 3.77 -4.55 -0.99 0.00
H -1.42 2.43 -4.68 0.00
H -1.24 -0.72 3.63 0.01
H -3.16 0.47 2.14 0.00
H 1.66 2.79 0.62 0.00
C -1.13 2.46 2.24 0.01
N -0.87 1.75 3.36 0.01
C -1.59 4.44 1.21 0.00
C 2.10 2.01 -0.08 0.01
H 1.78 1.85 -1.14 0.00
H -0.80 -1.10 -2.35 0.00
C 2.41 0.83 2.52 0.01
H -0.15 -4.23 -1.15 0.00
H 2.39 -2.18 -2.39 0.00
H 1.31 -4.50 -2.93 0.00
H -0.24 -2.62 2.32 0.01
W -0.69 -0.27 0.64 1.70
C 0.90 -4.35 -0.84 0.00
H 1.95 -5.87 -1.93 0.00
H -0.46 0.86 3.29 0.01
C -2.67 -0.44 1.88 0.00
O 0.35 -1.68 -0.62 0.04
H -2.04 6.19 0.41 0.00
N -1.84 5.69 1.25 0.01
H 3.62 -2.00 -1.11 0.00
C -1.32 2.64 -2.52 0.00
H 1.99 1.78 2.76 0.00
H 0.80 -5.06 0.02 0.00
S 1.46 -2.73 -0.25 0.01
C -1.63 -1.03 2.67 0.02
H -1.70 -3.03 0.09 0.00
C -1.15 1.91 -1.38 0.02
H 3.53 0.92 2.39 0.00
C -1.31 2.58 -0.04 0.01
N -1.29 3.75 2.32 0.00
H -1.92 6.12 2.17 0.00
H -1.39 3.71 -2.41 0.00
H 3.16 2.18 -0.06 0.00
C 2.85 -2.66 -1.54 0.00
C -1.08 0.57 -3.70 0.00
N -1.57 3.83 -0.01 0.01
C 3.17 -4.09 -1.80 0.00
H 2.09 0.04 3.18 0.00
C 1.81 -4.77 -1.95 0.00



55
Properties=species:S:1:pos:R:3:nbo_charge:R:1 method="wB97M-V/def2-TZVPD" de_lowest_ev=0.961 charge=+4 homo_energy_ev=-20.49 total_energy_ha=-1648.06454 lumo_energy_ev=-14.628 orbital_gap_ev=5.866
H 3.26 -2.44 -3.70 0.29
H 3.39 -4.02 1.31 0.25
H 1.10 -1.61 -2.86 0.22
H -2.04 -3.09 -2.79 0.26
H -0.66 -2.70 -1.81 0.22
H -4.59 -2.52 -0.07 0.24
H -2.62 -1.59 1.02 0.37
C -2.53 -2.72 -0.74 -0.06
H -1.53 -2.75 1.05 0.40
H -2.48 -3.79 -0.56 0.24
H 2.07 -0.95 4.11 0.24
N -1.92 -2.03 0.44 -0.90
C 3.16 -2.56 4.91 -0.20
C -4.34 -1.08 -1.69 -0.05
H 0.19 3.26 3.16 0.47
H -0.30 0.41 -2.40 0.42
H -1.57 0.83 -1.55 0.40
H -4.37 -3.19 -1.65 0.28
C 3.39 -3.59 2.30 -0.08
N 0.79 2.45 3.12 -0.62
C 3.95 -4.28 3.33 -0.23
H -5.51 -0.32 -0.11 0.46
H -3.58 -1.06 -3.65 0.29
H 4.42 -5.24 3.16 0.29
N -0.99 0.02 -1.75 -0.78
N 1.59 0.45 2.34 -0.09
H -5.06 0.85 -1.18 0.46
H 5.14 -2.80 -2.08 0.29
H 4.29 -4.32 5.46 0.28
H 3.08 -2.22 5.93 0.28
H -1.39 -0.99 -3.52 0.24
S -0.68 1.44 1.13 0.03
C 1.90 -1.81 -2.17 0.09
H -5.28 -1.22 -2.24 0.26
C 3.13 -2.28 -2.64 -0.16
H -3.39 0.47 -2.90 0.24
C -1.82 -1.01 -2.52 -0.06
C 3.92 -2.26 -0.39 -0.15
N 1.43 -0.43 1.49 -0.14
C 2.66 -1.84 0.02 0.05
C 3.85 -3.76 4.63 0.09
C 2.34 -1.57 1.43 0.39
Pd 0.16 -0.38 -0.02 0.82
C 0.59 1.50 2.25 0.25
C -3.29 -0.60 -2.71 -0.46
C 2.75 -2.30 2.52 -0.04
H 4.72 -2.36 0.34 0.27
C 2.59 -1.86 3.89 -0.10
N -4.73 0.01 -0.69 -0.68
H -3.98 0.28 -0.06 0.42
N 1.66 -1.58 -0.88 -0.47
C -4.00 -2.40 -0.99 -0.46
H 1.59 2.42 3.75 0.46
C 4.16 -2.48 -1.74 -0.10
C -1.70 -2.43 -1.99 -0.43